C40H90F10KN10O20S10 as an isolated structure. Source: the Open Molecules 2025 dataset; level of theory: wB97M-V/def2-TZVPD.

## Properties
- energy relative to the best compared isomer or geometry (same formula, charge and spin) (kJ/mol) = 0.0
- HOMO (eV) = -10.590
- LUMO (eV) = -2.350
- orbital gap (eV) = 8.24

```
! wB97M-V def2-TZVPD RIJCOSX def2/J DEFGRID3
* xyz 1 1
K -2.5313 -0.1287 -3.5964
C 1.1325 1.1001 -3.7391
C 2.5390 0.4491 -3.7305
C 3.1124 0.2082 -5.1632
N 4.3950 -0.7024 -5.1567
C 5.5245 0.1654 -4.5333
C 4.2318 -2.0805 -4.5684
C 4.8954 -3.0951 -5.4994
C 5.4975 -2.2257 -6.6068
C 4.7308 -0.9120 -6.6982
H 1.1032 1.9421 -4.4306
H 0.9118 1.5187 -2.7571
H 0.4387 0.4046 -4.2114
H 2.5984 -0.4637 -3.1378
H 3.2495 1.0652 -3.1794
H 3.2651 1.0681 -5.8154
H 2.4018 -0.4449 -5.6697
H 5.6353 1.0954 -5.0910
H 6.4455 -0.4161 -4.5746
H 5.2684 0.4841 -3.5229
H 4.6551 -2.0074 -3.5667
H 3.1564 -2.2581 -4.5749
H 5.6180 -3.7259 -4.9819
H 4.1816 -3.7919 -5.9389
H 6.5361 -2.0078 -6.3579
H 5.5209 -2.7309 -7.5723
H 5.2316 -0.0356 -7.1096
H 3.7829 -1.1736 -7.1686
C -2.2056 5.5692 1.9951
C -0.6966 5.7136 1.7523
C 0.0381 4.4954 1.0104
N 1.4605 4.7423 0.3560
C 2.4302 5.4196 1.3074
C 1.4570 5.6768 -0.9522
C 2.7977 5.3515 -1.6100
C 3.1781 3.9088 -1.2735
C 2.0214 3.4730 -0.2946
H -2.6475 6.4805 2.3979
H -2.4394 4.8330 2.7642
H -2.6430 5.4266 1.0069
H -0.2214 5.6443 2.7308
H -0.4568 6.7152 1.3954
H -0.5335 4.2635 0.1117
H 0.1380 3.5689 1.5758
H 1.9636 6.2985 1.7524
H 3.4373 5.7302 1.0293
H 2.7454 4.6711 2.0344
H 1.3044 6.7151 -0.6575
H 0.5728 5.3062 -1.4708
H 3.5355 6.0202 -1.1667
H 2.7066 5.6291 -2.6602
H 4.1642 3.9108 -0.8091
H 3.2192 3.3842 -2.2280
H 2.3218 2.6880 0.3995
H 1.2752 2.9956 -0.9298
C -7.8993 2.5971 7.3374
C -6.6304 2.2020 6.5899
C -6.4176 3.0112 5.2576
N -5.2502 2.5845 4.4518
C -3.9154 3.0617 5.1042
C -5.3672 1.0062 4.1666
C -4.8654 0.6801 2.7690
C -4.4961 2.0254 2.1651
C -5.2720 3.1273 2.9298
H -8.6648 2.0754 6.7630
H -7.9349 3.6854 7.2875
H -7.9364 2.4321 8.4142
H -6.7731 1.1434 6.3730
H -5.7948 2.3971 7.2621
H -6.2233 4.0828 5.3033
H -7.2859 2.9179 4.6053
H -3.7227 4.1319 5.0285
H -3.0125 2.5861 4.7213
H -3.9985 2.8473 6.1696
H -4.7134 0.5721 4.9230
H -6.4029 0.6870 4.2831
H -3.9669 0.0647 2.7238
H -5.6747 0.1871 2.2304
H -3.4443 2.1506 2.4222
H -4.4963 2.0388 1.0751
H -4.8756 4.1280 2.7581
H -6.2777 3.1505 2.5101
C -0.7853 -5.0021 0.3796
C -2.1237 -4.3363 0.3127
C -2.3610 -3.9997 -1.1355
N -3.8379 -3.7908 -1.5643
C -4.4771 -2.6374 -0.8399
C -4.7206 -5.1149 -1.4337
C -4.8255 -5.7740 -2.8229
C -5.0606 -4.4472 -3.5949
C -3.8868 -3.5258 -3.0940
H -0.7559 -5.8076 -0.3543
H -0.5579 -5.4676 1.3385
H 0.0185 -4.2978 0.1650
H -2.1090 -3.4449 0.9398
H -2.9496 -4.9899 0.5933
H -2.0548 -4.8706 -1.7151
H -1.9136 -3.0345 -1.3730
H -5.5147 -2.5043 -1.1460
H -3.7520 -1.8352 -0.9769
H -4.5795 -2.9002 0.2130
H -5.6871 -4.9517 -0.9568
H -4.2157 -5.8812 -0.8456
H -5.6543 -6.4820 -2.8149
H -3.9538 -6.3403 -3.1509
H -6.0338 -4.0354 -3.3277
H -5.1008 -4.6189 -4.6705
H -4.1204 -2.4987 -3.3745
H -2.9644 -3.9245 -3.5163
C 2.3492 -2.0981 3.1980
C 3.7637 -2.7781 3.4076
C 4.0274 -3.8076 2.3101
N 5.3439 -4.6702 2.4675
C 5.2813 -5.6298 3.6016
C 6.5757 -3.7603 2.6148
C 7.7161 -4.4869 1.9674
C 7.1051 -5.4626 0.9240
C 5.6042 -5.4857 1.1438
H 2.3014 -1.1732 3.7728
H 1.6494 -2.8212 3.6169
H 2.1136 -1.9152 2.1496
H 3.7934 -3.0720 4.4568
H 4.3997 -1.8994 3.3006
H 4.0415 -3.4285 1.2882
H 3.2105 -4.5122 2.4659
H 6.1972 -6.2027 3.4562
H 4.3737 -6.2323 3.5665
H 5.4155 -5.1221 4.5568
H 6.6498 -3.5218 3.6758
H 6.3426 -2.8223 2.1110
H 8.2463 -5.0366 2.7451
H 8.4886 -3.8882 1.4848
H 7.5899 -6.4377 0.9705
H 7.2288 -5.1629 -0.1166
H 5.3318 -6.5404 1.1823
H 5.0725 -5.0779 0.2841
N -1.2160 -0.3222 -1.2831
S -1.7705 0.4597 -0.1117
O -0.9394 1.5736 0.3309
O -2.5884 -0.2598 0.8905
F -2.9060 1.1882 -0.9773
S 0.1798 -0.8202 -0.4059
O 0.1199 -1.5585 0.8447
O 1.3153 0.0125 -0.6774
F 0.5185 -2.0023 -1.4627
N 0.8174 1.0659 4.9262
S 0.2167 1.0242 3.5541
O 1.1980 0.9824 2.5278
O -1.0682 1.7348 3.2619
F -0.4286 -0.4599 3.6490
S 0.8338 2.7347 4.9281
O -0.4397 3.3828 5.3033
O 1.8317 3.3741 4.0662
F 1.5687 2.7105 6.3479
N -5.1113 -0.2426 -3.1216
S -5.8859 -0.1448 -4.5925
O -5.0521 0.5036 -5.5550
O -7.3171 -0.0894 -4.7497
F -5.5820 -1.7096 -5.0334
S -6.1707 0.3932 -2.3858
O -7.2110 -0.5260 -1.9347
O -6.5038 1.8204 -2.6231
F -5.3705 0.5006 -0.9972
N -2.8442 4.9356 -3.8605
S -2.0877 6.2506 -3.0516
O -0.6742 6.4204 -3.2783
O -2.5340 6.7210 -1.7527
F -2.7814 7.3555 -3.9246
S -2.4630 3.9480 -2.8200
O -3.2117 3.9659 -1.6120
O -1.0725 3.5363 -2.7395
F -3.0453 2.5528 -3.4887
N 5.7515 -0.8041 0.7154
S 6.7059 -1.5209 -0.4912
O 7.0381 -0.5500 -1.5793
O 6.5223 -2.8994 -0.8879
F 8.0662 -1.7189 0.3615
S 4.4803 -0.5037 -0.0720
O 3.6897 -1.6892 -0.4636
O 4.4917 0.5826 -0.9982
F 3.5552 0.1456 1.1479
*
```

Atom charges from the Mulliken analysis, given in e for atoms 1 to 99:
1 K 0.8921
2 C -0.8194
3 C 1.2549
4 C -1.2504
5 N 0.4333
6 C -0.7308
7 C -0.2342
8 C -0.6409
9 C -0.7323
10 C -0.5475
11 H 0.5095
12 H -0.2533
13 H 0.2266
14 H 0.0216
15 H -0.4742
16 H 0.3744
17 H 0.4272
18 H 0.2575
19 H 0.4541
20 H 0.0984
21 H 0.1312
22 H 0.2631
23 H 0.3155
24 H 0.3710
25 H 0.2911
26 H 0.4565
27 H 0.4012
28 H 0.3911
29 C -1.0435
30 C -0.8627
31 C 1.2243
32 N 0.9186
33 C -1.0802
34 C -0.1206
35 C -1.1410
36 C 0.1597
37 C -0.0780
38 H 0.5264
39 H -0.1181
40 H 0.3269
41 H 0.4519
42 H 0.4108
43 H -0.6715
44 H -0.2891
45 H 0.3756
46 H 0.3737
47 H 0.3098
48 H 0.5792
49 H -0.1239
50 H 0.2897
51 H 0.5537
52 H 0.3989
53 H -0.1798
54 H 0.4356
55 H -0.7515
56 C -1.3763
57 C -0.0708
58 C -0.9137
59 N 0.5364
60 C -0.8080
61 C -0.7068
62 C -0.3192
63 C 0.5149
64 C -1.2296
65 H 0.3497
66 H 0.3236
67 H 0.3539
68 H 0.3001
69 H 0.3656
70 H 0.4872
71 H 0.3676
72 H 0.3145
73 H 0.1227
74 H 0.3089
75 H 0.2507
76 H 0.4680
77 H 0.1608
78 H 0.1883
79 H -0.7388
80 H 0.6365
81 H 0.5351
82 H 0.4381
83 C -1.4825
84 C 0.2326
85 C -1.4593
86 N 1.0078
87 C -0.9648
88 C -0.5210
89 C -0.8389
90 C -0.6986
91 C 0.1284
92 H 0.4509
93 H 0.3889
94 H 0.1950
95 H -0.1056
96 H 0.5848
97 H 0.6013
98 H 0.6053
99 H 0.5331

***

A 4-piece molecular cluster, C16H36N3O7P overall. Source: the Open Molecules 2025 dataset; level of theory: wB97M-V/def2-TZVPD.

## Properties
- HOMO (eV) = -9.061
- LUMO (eV) = -1.995
- orbital gap (eV) = 7.07

```
! wB97M-V def2-TZVPD RIJCOSX def2/J DEFGRID3
* xyz 0 1
O 2.3600 3.2206 -2.2650
P 1.8063 4.4466 -3.1493
C -0.1044 4.2765 -3.1427
C -0.8152 2.9644 -3.0580
C -2.3780 3.5239 -3.0407
O -3.3401 2.8457 -2.4101
O -2.3729 4.7985 -3.7755
C -1.1934 5.5224 -3.2006
O -1.0969 6.7966 -2.8124
H 2.0979 5.6705 -2.3929
H 2.3976 4.4831 -4.4725
H -0.4163 1.8661 -2.9787
C 0.9765 -1.6792 -0.2968
O -0.2012 -1.1607 -0.8968
C -1.3608 -1.2103 -0.0603
C -1.4679 -0.0427 0.9475
C -0.5382 -0.1882 2.1498
N -1.2116 1.2528 0.3005
H 0.7662 -2.5229 0.3668
H 1.4990 -0.8875 0.2437
H 1.6403 -2.0244 -1.0951
H -2.2169 -1.1448 -0.7422
H -1.4384 -2.1833 0.4395
H -2.4944 -0.0361 1.3336
H 0.5027 0.0382 1.9086
H -0.8365 0.5027 2.9468
H -0.5811 -1.2034 2.5582
H -1.8970 1.3868 -0.4439
H -0.3225 1.1706 -0.2026
C 4.9908 -3.6479 -5.2344
O 5.5439 -3.9749 -3.9683
C 6.0169 -2.8495 -3.2223
C 4.9148 -2.0932 -2.4454
C 4.0486 -1.2003 -3.3306
N 4.0445 -3.0196 -1.7059
H 5.5043 -2.8045 -5.7052
H 3.9242 -3.4387 -5.1324
H 5.0928 -4.5216 -5.8851
H 6.7229 -3.2592 -2.4902
H 6.5952 -2.1734 -3.8634
H 5.4146 -1.4396 -1.7204
H 3.3254 -1.7660 -3.9220
H 3.4748 -0.4973 -2.7157
H 4.6660 -0.6119 -4.0176
H 4.6168 -3.5495 -1.0476
H 3.7219 -3.7298 -2.3707
C -3.7588 -1.1784 3.6222
O -2.8469 -0.4868 4.4625
C -3.1875 0.8818 4.7030
C -4.2355 1.0890 5.8205
C -5.6624 0.7627 5.3861
N -3.9095 0.3002 7.0180
H -4.1783 -0.5320 2.8459
H -4.5549 -1.6231 4.2224
H -3.2187 -1.9965 3.1362
H -2.2559 1.3636 5.0227
H -3.4871 1.3774 3.7717
H -4.2175 2.1510 6.0940
H -5.8508 -0.3115 5.3278
H -6.3816 1.1724 6.1047
H -5.8847 1.2020 4.4079
H -2.9921 0.5894 7.3593
H -3.7594 -0.6668 6.7134
*
```

Taken from the Mulliken analysis, the atomic charges in e are:
1 O -0.5941
2 P 0.3264
3 C 0.1729
4 C -0.1763
5 C 0.3953
6 O -0.4764
7 O -0.2446
8 C 0.3908
9 O -0.4747
10 H 0.1188
11 H 0.1358
12 H 0.4215
13 C -0.3591
14 O -0.3877
15 C -1.0503
16 C 0.9502
17 C -1.3691
18 N -0.6756
19 H 0.2848
20 H 0.2071
21 H 0.0560
22 H 0.4102
23 H 0.4068
24 H 0.1196
25 H 0.3383
26 H 0.1561
27 H 0.3432
28 H 0.2138
29 H 0.3325
30 C -0.6321
31 O -0.3808
32 C -0.6848
33 C 0.3121
34 C -1.4553
35 N -0.5673
36 H 0.2920
37 H 0.2279
38 H 0.2557
39 H 0.3523
40 H 0.4006
41 H 0.3465
42 H 0.2802
43 H 0.3637
44 H 0.3703
45 H 0.2582
46 H 0.2697
47 C -0.8157
48 O -0.3609
49 C -0.6232
50 C 0.2368
51 C -1.4040
52 N -0.7493
53 H 0.3419
54 H 0.2984
55 H 0.2794
56 H 0.3761
57 H 0.4181
58 H 0.4301
59 H 0.2757
60 H 0.3530
61 H 0.3410
62 H 0.2850
63 H 0.3360

***

C22H35HgO11 as an isolated structure. Source: the Open Molecules 2025 dataset; level of theory: wB97M-V/def2-TZVPD.

## Properties
- energy relative to the best compared isomer or geometry (same formula, charge and spin) (kJ/mol) = 27.4
- HOMO (eV) = -9.470
- LUMO (eV) = -1.923
- orbital gap (eV) = 7.55

```
! wB97M-V def2-TZVPD RIJCOSX def2/J DEFGRID3
* xyz 1 1
Hg 34.6922 -33.0395 -5.8895
C 34.1401 -28.5001 -5.3641
C 35.1172 -29.6568 -5.4932
O 34.4252 -30.8456 -5.6677
H 34.6782 -27.6054 -5.0433
H 33.2829 -28.6568 -4.7071
H 33.6378 -28.3446 -6.3250
H 35.6852 -29.7007 -4.5372
H 35.9505 -29.5096 -6.1965
O 34.0432 -35.2625 -5.3477
C 34.3786 -36.2773 -4.7961
O 35.0492 -36.2737 -3.6230
C 35.4205 -37.6636 -3.2644
C 35.3248 -38.3118 -4.6208
C 34.0419 -37.7302 -5.1411
H 34.8293 -38.1108 -2.4739
H 36.4775 -37.5303 -3.0419
H 35.3094 -39.4033 -4.5206
H 36.1294 -38.1467 -5.3372
H 33.1235 -37.9396 -4.5920
H 33.9165 -37.8099 -6.2181
O 37.0600 -33.4515 -5.8963
C 37.6324 -34.3855 -6.4005
O 36.9415 -35.4073 -6.9136
C 37.7481 -36.2913 -7.7607
C 39.1287 -35.6399 -7.7736
C 39.0857 -34.4293 -6.8426
H 37.1861 -36.2918 -8.6896
H 37.7844 -37.2697 -7.2878
H 39.4324 -35.5141 -8.8120
H 39.8145 -36.3833 -7.3670
H 39.4631 -33.5352 -7.3225
H 39.6466 -34.7459 -5.9632
O 34.7581 -32.9950 -8.2599
C 34.2413 -32.8579 -9.3382
O 33.1029 -32.1557 -9.4654
C 32.2987 -32.6987 -10.5293
C 33.2742 -33.4009 -11.4447
C 34.4861 -33.7306 -10.5609
H 31.7678 -31.8879 -11.0266
H 31.5132 -33.3363 -10.1180
H 33.4596 -32.8760 -12.3787
H 32.8036 -34.3234 -11.7987
H 35.2785 -33.2128 -11.1067
H 34.5915 -34.7896 -10.3722
O 35.3327 -32.9327 -3.5735
C 35.3355 -32.4734 -2.4685
O 35.6175 -33.2277 -1.3818
C 35.3964 -32.4662 -0.2072
C 34.6742 -31.1839 -0.6126
C 35.1530 -31.0268 -2.0595
H 36.3393 -32.1287 0.2352
H 34.8769 -32.9504 0.6190
H 35.0264 -30.3720 0.0220
H 33.5849 -31.1640 -0.5829
H 36.0320 -30.3829 -2.0653
H 34.4117 -30.5221 -2.6766
O 32.2805 -33.1256 -6.1039
C 31.2279 -33.5821 -6.4685
O 30.9576 -34.8691 -6.2575
C 29.6761 -35.2181 -6.8145
C 28.8849 -33.8999 -6.8575
C 30.0295 -32.8555 -7.0190
H 29.1496 -35.8718 -6.1242
H 29.8750 -35.6745 -7.7820
H 28.3284 -33.7437 -5.9401
H 28.2852 -33.8246 -7.7609
H 29.7816 -31.9606 -6.4509
H 30.1178 -32.5097 -8.0478
*
```

Taken from the Mulliken analysis, the atomic charges in e are:
1 Hg 3.3888
2 C -1.3444
3 C -0.1816
4 O -0.6365
5 H 0.3716
6 H 0.3017
7 H 0.3104
8 H 0.0377
9 H 0.3044
10 O -0.8093
11 C 0.1446
12 O -0.2614
13 C -0.4851
14 C -0.1888
15 C -0.4488
16 H 0.3238
17 H 0.2992
18 H 0.3897
19 H -0.0557
20 H 0.2865
21 H 0.2992
22 O -0.6820
23 C 0.6021
24 O -0.2780
25 C -0.3054
26 C -0.6518
27 C -0.4847
28 H 0.2938
29 H 0.1985
30 H 0.3309
31 H 0.3021
32 H 0.3505
33 H 0.3008
34 O -0.6746
35 C 0.1035
36 O -0.3436
37 C -0.2202
38 C -0.7222
39 C -0.2345
40 H 0.3550
41 H 0.1506
42 H 0.2911
43 H 0.2933
44 H 0.2722
45 H 0.3448
46 O -0.2880
47 C 0.0990
48 O -0.3827
49 C -0.4761
50 C -0.7183
51 C -0.1660
52 H 0.2891
53 H 0.3680
54 H 0.3464
55 H 0.2882
56 H 0.3083
57 H 0.0597
58 O -0.4485
59 C 0.0785
60 O -0.2772
61 C -0.4777
62 C -0.5774
63 C -0.3601
64 H 0.3086
65 H 0.2796
66 H 0.3257
67 H 0.3049
68 H 0.3607
69 H 0.1170

***

A 3-piece molecular cluster, C2H10O2S2 overall. Source: the Open Molecules 2025 dataset; level of theory: wB97M-V/def2-TZVPD.

## Properties
- energy relative to the best compared isomer or geometry (same formula, charge and spin) (kJ/mol) = 134.5
- HOMO (spin up / spin down) (eV) = 0.521 / -4.981
- LUMO (spin up / spin down) (eV) = 3.030 / 2.968
- orbital gap (spin up / spin down) (eV) = 2.51 / 7.95
- ⟨S²⟩ = 0.750

```
! wB97M-V def2-TZVPD RIJCOSX def2/J DEFGRID3
* xyz -1 2
C 0.1598 1.5767 -1.6252
S -0.2345 0.2196 -2.7209
S 0.6261 -1.4440 -1.8647
C 0.4299 -1.2036 -0.0750
H 0.5406 2.4284 -2.2093
H -0.7136 1.8728 -1.0339
H 0.9889 1.4355 -0.9229
H -0.0100 -2.1253 0.3005
H 1.4422 -1.0792 0.3080
H -0.0919 -0.3248 0.3222
H -1.6889 -1.5693 1.6575
H -2.4331 -1.4407 0.2963
O -2.5319 -1.7116 1.2145
H 1.2148 1.9521 2.1051
H 1.2679 0.3638 2.4505
O 1.0338 1.0496 1.7972
*
```

Taken from the Mulliken analysis, the atomic charges in e are:
1 C -1.3095
2 S -0.1021
3 S -0.1929
4 C -1.8798
5 H 0.4173
6 H 0.3830
7 H 0.3854
8 H 0.4335
9 H 0.5929
10 H 0.4832
11 H 0.4110
12 H 0.3413
13 O -0.7763
14 H 0.2872
15 H 0.3081
16 O -0.7823

***

Record-wise largest force on an atom values, in eV Å⁻¹: 14.7; 9.8; 3.1; 1.5